No. 1
Here is a structure of composition C53H48AsN5P3PdSSe2 from OMol25. Energies are from ωB97M-V with the def2-TZVPD basis set.

Last column: Mulliken charge in e.
Cartesian coordinates (Å):
Pd 0.17 -0.13 -0.88  0.1275
Se 7.29 -0.43 0.71  -0.4050
P 6.02 1.22 0.39  0.2789
C 6.35 2.13 -1.16  0.2605
C 7.23 1.59 -2.09  -0.6959
C 7.49 2.26 -3.27  -0.6882
C 6.87 3.48 -3.53  -0.7160
C 5.99 4.01 -2.61  -0.9450
C 5.72 3.34 -1.43  0.1489
C 6.14 2.36 1.80  0.1523
C 5.41 2.07 2.95  -0.2679
C 5.61 2.81 4.10  -0.6384
C 6.55 3.83 4.11  -0.5877
C 7.28 4.12 2.97  -0.7396
C 7.08 3.38 1.81  -0.0348
C 4.35 0.60 0.24  0.7571
C 2.99 0.94 0.28  -0.8022
N 2.36 -0.15 -0.23  1.6601
N 3.23 -1.07 -0.54  -0.9712
N 4.42 -0.65 -0.26  -0.5805
P 1.83 2.30 0.54  1.3773
Se -0.16 1.57 0.92  -0.4709
C 2.31 3.47 1.85  0.7439
C 3.49 4.19 1.76  0.2735
C 3.80 5.14 2.71  -1.0442
C 2.94 5.38 3.77  -0.8870
C 1.75 4.66 3.86  -0.7502
C 1.44 3.71 2.91  -1.2320
C 1.99 3.16 -1.06  1.0850
C 1.91 2.38 -2.22  -0.8324
C 2.06 2.97 -3.46  -1.0478
C 2.34 4.32 -3.56  -0.7409
C 2.41 5.10 -2.41  -0.8343
C 2.21 4.53 -1.16  0.0599
H 7.71 0.65 -1.87  0.3286
H 8.17 1.84 -3.99  0.4215
H 7.08 4.01 -4.44  0.4195
H 5.50 4.96 -2.80  0.4945
H 5.03 3.77 -0.72  0.6444
H 4.68 1.26 2.93  0.4690
H 5.04 2.58 4.99  0.4537
H 6.72 4.39 5.01  0.4372
H 8.01 4.91 2.98  0.4208
H 7.66 3.60 0.92  0.4740
H 4.18 4.02 0.95  0.3300
H 4.73 5.69 2.62  0.5593
H 3.18 6.12 4.51  0.4385
H 1.07 4.84 4.68  0.4423
H 0.51 3.16 2.97  0.2728
H 1.72 1.30 -2.15  0.6385
H 1.97 2.36 -4.35  0.5239
H 2.48 4.78 -4.53  0.4536
H 2.62 6.15 -2.49  0.4852
H 2.25 5.14 -0.28  0.5417
N -3.36 0.01 -2.70  -0.2434
C -2.36 0.54 -3.42  0.4371
N -2.44 0.56 -4.76  -0.3413
S -1.01 1.23 -2.71  -0.3456
H -4.21 -0.31 -3.13  0.2541
H -3.33 0.11 -1.70  0.1295
H -3.23 0.20 -5.26  0.2238
H -1.67 0.95 -5.27  0.2171
C 0.74 -4.31 0.04  -1.5708
C -0.43 -5.12 -0.46  -0.5944
As -0.05 -7.07 -0.73  0.1831
C 0.08 -7.68 1.14  0.0293
C -0.73 -7.19 2.15  -0.0405
C -0.67 -7.74 3.42  -0.7694
C 0.17 -8.81 3.69  -0.4546
C 0.98 -9.31 2.68  -0.5317
C 0.94 -8.74 1.42  -0.3275
C -1.92 -7.65 -0.90  0.2347
C -2.16 -9.01 -0.78  -0.4151
C -3.44 -9.52 -0.84  -0.7101
C -4.52 -8.67 -1.02  -0.4188
C -4.30 -7.31 -1.17  -0.6660
C -3.01 -6.81 -1.12  0.2053
P 0.32 -2.49 0.09  0.4322
C -1.20 -2.44 1.09  1.1652
C -1.33 -3.26 2.21  -0.8245
C -2.42 -3.13 3.05  -0.5974
C -3.38 -2.16 2.80  -0.9025
C -3.24 -1.30 1.72  -0.8472
C -2.15 -1.43 0.87  0.1735
C -0.24 -2.29 -1.66  -0.2365
C -1.54 -2.57 -2.11  -0.4529
C -1.81 -2.58 -3.47  -1.0439
C -0.82 -2.27 -4.39  -0.6334
C 0.45 -1.94 -3.95  -1.0700
C 0.75 -1.94 -2.60  0.6219
H 1.61 -4.41 -0.61  0.6059
H 1.04 -4.61 1.05  0.6452
H -0.73 -4.77 -1.45  0.5413
H -1.29 -5.02 0.22  0.3260
H -1.42 -6.38 1.96  0.4420
H -1.31 -7.35 4.21  0.3950
H 0.20 -9.25 4.67  0.3945
H 1.64 -10.14 2.87  0.3967
H 1.58 -9.12 0.62  0.3841
H -1.31 -9.68 -0.64  0.3611
H -3.61 -10.59 -0.74  0.3850
H -5.53 -9.06 -1.04  0.3816
H -5.13 -6.64 -1.32  0.3821
H -2.86 -5.74 -1.26  0.2934
H -0.57 -3.99 2.43  0.4925
H -2.51 -3.78 3.91  0.4652
H -4.22 -2.05 3.46  0.4029
H -3.97 -0.53 1.55  0.4566
H -2.00 -0.73 0.04  -0.1171
H -2.32 -2.82 -1.40  0.6105
H -2.80 -2.86 -3.81  0.6023
H -1.04 -2.30 -5.44  0.4667
H 1.22 -1.69 -4.68  0.5141
H 1.78 -1.81 -2.26  0.6416

## Properties
Energy above the lowest of the compared OMol25 structures with the same formula, charge and spin = 61.8 kcal/mol
Kohn-Sham gap (spin up / spin down) = 4.216 / 3.825 eV
Net charge = +1

No. 2
Here is a structure of composition C19H14BrCoFN3O4 from OMol25. Energies are from ωB97M-V with the def2-TZVPD basis set.

Last column: Mulliken charge in e.
Cartesian coordinates (Å):
Co -0.27 0.56 -0.75  0.2670
O -3.40 5.65 2.77  -0.7529
C -3.19 5.63 1.54  0.4938
O -3.57 6.42 0.65  -0.7270
C -2.41 4.39 1.03  0.3164
C -1.94 3.44 1.94  -0.9780
C -1.24 2.34 1.48  0.0035
N -0.99 2.15 0.19  -0.0269
C -1.42 3.06 -0.70  0.9086
C -2.13 4.18 -0.31  -0.7030
C -1.03 2.75 -2.14  0.2860
O -1.33 3.53 -3.03  -0.7487
O -0.37 1.65 -2.28  -0.3993
H -2.14 3.59 2.99  0.4486
H -0.86 1.58 2.16  0.3859
H -2.47 4.89 -1.06  0.5431
C -2.14 -3.81 1.63  -1.4049
C -1.03 -2.79 1.70  0.5907
C 0.14 -3.02 2.40  -0.3384
C 1.13 -2.05 2.42  -0.7026
C 0.92 -0.89 1.70  0.1156
Br 2.20 0.49 1.81  -0.0719
N -0.17 -0.67 0.98  0.2423
C -1.14 -1.60 1.00  -0.4926
H -2.12 -4.47 2.50  0.3848
H -2.05 -4.42 0.73  0.2642
H -3.11 -3.31 1.60  0.3761
H 0.29 -3.95 2.94  0.3503
H 2.05 -2.18 2.97  0.3976
H -1.99 -1.35 0.37  0.6758
F -2.07 -0.01 -0.96  -0.7224
N 1.18 -0.29 -1.26  -0.7163
C 2.12 -1.00 -1.80  0.3123
C 3.51 -0.65 -1.70  -0.5613
C 4.49 -1.45 -2.24  -0.3181
C 4.20 -2.64 -2.91  -0.5738
C 2.85 -2.99 -3.03  -0.2809
C 1.84 -2.22 -2.51  -0.4845
H 3.76 0.27 -1.19  0.3563
H 5.53 -1.14 -2.13  0.2896
H 4.98 -3.25 -3.34  0.3330
H 2.59 -3.91 -3.56  0.2910
H 0.80 -2.52 -2.62  0.3708

## Properties
Kohn-Sham gap (spin up / spin down) = 5.135 / 5.137 eV
Net charge = -2

No. 3
Here is a structure of composition C8H16N3O6RhS from OMol25. Energies are from ωB97M-V with the def2-TZVPD basis set.

Last column: Mulliken spin population.
Cartesian coordinates (Å):
Rh -0.18 0.03 -0.07  1.2536
C 3.66 0.65 1.80  -0.0056
C 2.26 0.21 1.49  0.1258
N 1.77 0.35 0.19  0.4249
O 2.70 0.91 -0.66  0.0837
C 1.36 -0.28 2.38  0.1379
C 1.62 -0.54 3.82  -0.0154
N 0.05 -0.54 1.88  0.4523
O -0.72 -1.25 2.64  0.4334
H 3.86 1.62 1.34  0.0069
H 4.41 -0.04 1.41  0.0081
H 3.80 0.74 2.88  -0.0008
H 2.17 1.61 -1.20  0.0052
H 2.62 -0.93 3.99  0.0016
H 0.89 -1.27 4.18  0.0064
H 1.50 0.37 4.42  0.0160
C -4.17 -1.31 0.26  0.0134
C -3.19 -0.18 -0.07  -0.1150
C -3.16 0.84 1.08  0.0493
C -3.60 0.52 -1.38  0.0965
N -1.88 -0.74 -0.28  0.9853
H -5.18 -0.92 0.42  0.0027
H -3.85 -1.82 1.17  -0.0050
H -4.20 -2.04 -0.55  0.0000
H -4.15 1.27 1.26  -0.0001
H -2.46 1.64 0.83  -0.0038
H -2.80 0.36 1.98  -0.0070
H -4.59 0.99 -1.27  0.0074
H -3.64 -0.20 -2.20  -0.0062
H -2.87 1.28 -1.64  -0.0166
O -0.97 3.25 -2.46  0.0086
S -0.09 2.43 -1.65  -0.0227
O -0.24 0.95 -2.01  0.0194
O -0.43 2.48 -0.20  0.0507
O 1.34 2.78 -1.85  0.0090

## Properties
Energy above the lowest of the compared OMol25 structures with the same formula, charge and spin = 3.8 kcal/mol
Kohn-Sham gap (spin up / spin down) = 5.199 / 6.403 eV
Net charge = -2
Spin multiplicity = 5

No. 4
Here is a structure of composition C22H55BGaN8O6 from OMol25. Energies are from ωB97M-V with the def2-TZVPD basis set.

Last column: Mulliken charge in e.
Cartesian coordinates (Å):
C -3.03 -1.16 -0.93  -0.5970
C -3.14 -0.37 0.39  -0.6776
B -2.46 -1.06 1.65  -0.2605
O -2.43 -2.50 1.58  -0.5978
Ga -1.63 -0.12 3.35  1.1198
C 0.41 -0.26 3.36  -0.7219
C 1.05 0.78 2.42  -0.9421
C 1.71 0.16 1.19  -0.8658
C 0.69 -0.08 0.06  0.6252
N 1.19 0.33 -1.29  -0.4115
C 0.40 1.36 -1.86  0.0991
N -0.62 1.20 -2.60  -0.4953
N 0.85 2.68 -1.54  -0.5764
H -3.33 -0.56 -1.78  0.3129
H -2.01 -1.52 -1.03  -0.0577
H -3.69 -2.03 -0.88  0.2635
H -4.21 -0.26 0.63  0.3801
H -2.79 0.66 0.25  0.2539
H -3.22 -2.78 2.05  0.2176
H -1.97 1.47 3.36  -0.3905
H -2.23 -0.87 4.68  -0.6177
H 0.79 -1.25 3.11  0.3908
H 0.74 -0.06 4.38  0.2056
H 0.30 1.50 2.09  0.4399
H 1.81 1.37 2.96  0.3198
H 2.49 0.81 0.79  0.3374
H 2.16 -0.80 1.47  0.4141
H -0.20 0.51 0.29  -0.1012
H 0.43 -1.13 0.01  -0.0281
H 1.13 -0.46 -1.92  0.3733
H -0.80 0.20 -2.72  0.1422
H 0.37 3.03 -0.72  0.2859
H 0.61 3.29 -2.31  0.2962
C 3.95 -1.28 5.80  0.5660
O 3.02 -1.14 5.04  -0.5549
N 3.82 -1.43 7.14  0.0939
C 4.97 -1.60 8.00  -0.8772
C 2.48 -1.43 7.70  -0.9302
H 5.00 -1.28 5.47  -0.1770
H 4.92 -2.56 8.53  0.3256
H 5.01 -0.80 8.74  0.3291
H 5.88 -1.59 7.41  0.2631
H 1.88 -2.24 7.26  0.2798
H 1.97 -0.49 7.48  0.2774
H 2.54 -1.57 8.77  0.3803
C -0.77 4.12 -4.46  0.6869
O -0.03 5.09 -4.39  -0.6467
N -1.69 3.93 -5.42  0.1102
C -2.55 2.76 -5.44  -0.4818
C -1.82 4.93 -6.46  -1.0372
H -0.77 3.31 -3.72  -0.2699
H -2.39 2.20 -6.37  0.2896
H -3.59 3.07 -5.39  0.2096
H -2.31 2.12 -4.60  0.1140
H -0.88 5.05 -7.01  0.3221
H -2.07 5.90 -6.03  0.2885
H -2.60 4.62 -7.15  0.3803
C 8.23 -3.03 4.25  0.1220
O 7.52 -2.94 5.23  -0.5507
N 7.94 -2.49 3.05  0.1538
C 8.83 -2.62 1.92  -0.9072
C 6.70 -1.75 2.90  -0.9301
H 9.19 -3.57 4.26  0.2236
H 9.16 -1.64 1.57  0.3222
H 8.33 -3.13 1.09  0.3274
H 9.71 -3.20 2.20  0.2960
H 6.68 -0.92 3.60  0.2466
H 5.85 -2.40 3.11  0.2837
H 6.62 -1.37 1.88  0.4141
C -6.79 3.82 -4.56  0.1246
O -5.82 3.26 -5.02  -0.5947
N -6.84 5.13 -4.27  0.1173
C -8.02 5.76 -3.71  -0.9326
C -5.66 5.94 -4.52  -0.8764
H -7.73 3.28 -4.33  0.2254
H -8.39 6.54 -4.37  0.3295
H -7.80 6.20 -2.73  0.3327
H -8.81 5.01 -3.58  0.2930
H -5.39 5.90 -5.57  0.2718
H -4.81 5.56 -3.95  0.2830
H -5.85 6.97 -4.23  0.3720
C -1.32 -4.85 -3.49  0.0897
O -1.52 -3.67 -3.69  -0.5508
N -1.34 -5.45 -2.28  0.2049
C -1.08 -6.86 -2.13  -0.9170
C -1.64 -4.66 -1.09  -0.8635
H -1.09 -5.56 -4.31  0.2254
H -1.95 -7.37 -1.69  0.3161
H -0.22 -7.03 -1.49  0.3212
H -0.88 -7.31 -3.10  0.3041
H -2.62 -4.19 -1.17  0.2205
H -0.90 -3.86 -0.98  0.2037
H -1.61 -5.30 -0.22  0.4210

## Properties
Kohn-Sham gap = 5.530 eV
Net charge = -1